# C4H11O

2 unconnected molecules or ions with the total composition C4H11O (ωB97M-V/def2-TZVPD, OMol25).

Element x y z (Å)
C  2.051556  -1.786919  -1.134570
O  3.315872  -1.552366  -1.585488
H  1.924137  -1.843625  -0.005188
H  1.661428  -2.773163  -1.463562
H  1.435982  -0.896908  -1.392650
C  0.315124  1.036432  0.276491
C  -1.092711  1.341004  0.821856
C  -2.078578  0.213952  0.533732
H  0.351083  1.283232  -0.781143
H  1.094712  1.602758  0.784855
H  0.551120  -0.007547  0.471544
H  -1.042049  1.513722  1.900934
H  -1.496099  2.239047  0.346602
H  -3.137441  0.439684  0.670931
H  -1.854481  -0.710859  1.072224
H  -1.999656  -0.098443  -0.516565

Forces on atoms 1 to 6 (eV/Å):
C 1.452 0.734 0.151
O -0.045 -0.327 0.348
H 0.158 -0.018 0.019
H -0.666 0.120 -0.326
H -0.866 -0.608 -0.268
C -0.553 0.171 0.582

## Properties
2S+1   1
E   -234.18920 Eh
HOMO   -1.64 eV
ΔE to the lowest compared entry with this formula, charge and spin   13.8 kcal/mol
Net charge   -1
Molecular weight   75.13 g/mol

=====

# C3H6N4O3S

A molecular structure, C3H6N4O3S (ωB97M-V/def2-TZVPD, OMol25).

Element x y z (Å)
C  -0.300883  -1.096783  -0.028353
C  1.005031  -1.452855  -0.155308
C  -1.940661  0.785920  0.141616
N  -0.662441  0.229254  -0.104175
N  1.480554  1.415623  0.331039
N  -2.694605  0.092896  0.974823
N  0.374242  1.197021  -0.558928
O  3.068789  -0.252774  1.214295
O  -2.330463  1.691331  -0.483919
O  2.867978  -0.351288  -1.315899
S  2.138579  -0.078769  0.139732
H  -1.127659  -1.882815  -0.193681
H  1.392816  -2.433119  -0.089540
H  -2.512376  -0.622816  1.683186
H  -3.713218  0.551382  1.064397
H  3.212373  0.186799  -1.998147
H  -0.258049  2.020991  -0.621138

Forces on atoms 1 to 6 (eV/Å):
C -0.379 -0.579 -1.410
C -1.048 2.490 1.507
C 2.311 -3.536 0.318
N 1.030 0.211 0.721
N -0.492 -3.795 -0.394
N -5.384 0.111 2.344

## Properties
2S+1   1
E   -960.67034 Eh
HOMO   -8.34 eV
ΔE to the lowest compared entry with this formula, charge and spin   67.3 kcal/mol
Molecular weight   178.17 g/mol

=====

# C4H14NO5

4 unconnected molecules or ions with the total composition C4H14NO5 (ωB97M-V/def2-TZVPD, OMol25).

Element x y z (Å)
O  -2.245303  -2.061283  1.142217
C  -1.960669  -0.970609  1.615594
N  -1.692017  0.121442  0.875426
C  -1.049255  1.272698  1.467340
C  0.388697  1.045230  1.982360
C  1.128746  0.838796  0.634987
O  0.967946  1.909940  -0.220040
H  -1.984523  -0.820451  2.708135
H  -1.564962  -0.094462  -0.095555
H  -1.712303  1.670396  2.244221
H  -0.990557  2.046689  0.707412
H  0.722780  1.953401  2.482028
H  0.453124  0.175378  2.630986
H  2.171617  0.550439  0.855201
H  0.797478  -0.125147  0.255351
H  0.468077  -1.026770  -1.504659
H  -0.083052  -2.637834  -1.236301
O  0.626172  -2.067588  -1.520778
H  -0.675585  -0.174421  -2.504360
H  0.537840  1.545699  -1.025842
O  -0.338921  0.221029  -1.699594
H  3.015954  -0.953752  -3.091461
H  2.431718  0.307266  -2.676026
O  3.290619  -0.138862  -2.717604

Forces on atoms 1 to 6 (eV/Å):
O -0.012 -0.074 0.223
C -0.455 -0.188 -0.515
N -0.058 -0.678 1.309
C -0.552 0.600 0.907
C -0.901 0.409 -1.958
C 1.277 -1.690 1.916

## Properties
2S+1   1
E   -591.80888 Eh
HOMO   -5.03 eV
ΔE to the lowest compared entry with this formula, charge and spin   48.1 kcal/mol
Net charge   -1
Molecular weight   156.16 g/mol

=====

# C26H71BrNO17P5SSi2

A molecular structure, C26H71BrNO17P5SSi2 (ωB97M-V/def2-TZVPD, OMol25).

Element x y z (Å)
N  2.888009  -1.662605  -1.837795
C  3.495701  -2.686885  -0.993211
C  5.022247  -2.749710  -1.261851
Si  5.923598  -2.602468  0.366080
O  5.878252  -4.118052  1.067168
Si  7.088113  -4.571124  2.089250
Br  8.880771  -5.251302  0.944838
P  7.980522  -1.824713  -0.162205
S  8.580557  -2.420772  -1.937428
H  3.383343  -1.533635  -2.707417
H  1.899871  -1.809603  -1.985760
H  3.075887  -3.690774  -1.113331
H  3.306265  -2.398129  0.049576
H  5.254816  -3.753549  -1.625062
H  5.361800  -1.992219  -1.968783
H  5.263995  -1.570455  1.196056
H  6.633659  -5.752954  2.828911
H  7.473995  -3.478385  2.997527
H  7.858891  -0.416977  -0.155166
H  8.979410  -2.122122  0.785512
O  -2.857824  -4.222714  1.511870
P  -2.417975  -3.580662  0.258735
O  -2.310300  -1.990133  0.605997
C  -1.251827  -1.552721  1.462795
C  0.118302  -1.730331  0.837184
O  -3.783885  -3.653949  -0.618612
C  -4.961027  -4.316232  -0.153436
C  -5.842972  -3.387202  0.654977
O  -1.474358  -3.565415  -1.042628
C  -1.915074  -3.292523  -2.385946
C  -2.472616  -1.904013  -2.599430
H  -1.308815  -2.088956  2.414408
H  -1.430817  -0.497409  1.666584
H  0.351015  -2.787323  0.683103
H  0.895298  -1.308252  1.476606
H  0.163180  -1.244739  -0.137222
H  -4.704545  -5.212404  0.408649
H  -5.500431  -4.652361  -1.041550
H  -5.280299  -2.835146  1.406913
H  -6.640856  -3.945880  1.145451
H  -6.303408  -2.646173  -0.001184
H  -2.613146  -4.061375  -2.709378
H  -1.026686  -3.410022  -3.009003
H  -3.306818  -1.673686  -1.943031
H  -2.820250  -1.810990  -3.629364
H  -1.705984  -1.148350  -2.418029
O  -9.650654  -3.573986  1.189819
P  -10.931100  -3.442358  0.469218
O  -12.085775  -3.555626  1.615588
C  -12.240981  -2.467564  2.534067
C  -12.732397  -1.195582  1.867702
O  -11.032652  -4.907136  -0.235785
C  -9.986450  -5.872286  -0.146297
C  -10.135531  -6.742217  1.085600
O  -11.822257  -2.729955  -0.656748
C  -12.646810  -3.410795  -1.621456
C  -13.783735  -4.212256  -1.030786
H  -11.291034  -2.287564  3.045313
H  -12.962918  -2.794143  3.281233
H  -11.996854  -0.805941  1.160096
H  -12.919255  -0.421988  2.613168
H  -13.651338  -1.380228  1.311758
H  -9.010350  -5.390675  -0.178664
H  -10.056457  -6.491191  -1.043092
H  -10.319164  -6.151659  1.982199
H  -9.242304  -7.350256  1.234339
H  -10.988185  -7.413608  0.967395
H  -12.024893  -4.016452  -2.276959
H  -13.066239  -2.621755  -2.247204
H  -13.452591  -4.962007  -0.318201
H  -14.316759  -4.724237  -1.833356
H  -14.482799  -3.559710  -0.505298
O  9.110382  2.565225  -0.109884
P  9.716842  3.910022  -0.096363
O  9.072006  4.661857  1.200969
C  9.473647  4.231071  2.505703
C  10.933941  4.520195  2.801847
O  8.903590  4.617999  -1.314375
C  7.973491  3.905264  -2.131150
C  6.579386  3.925393  -1.535317
O  10.999490  4.854511  -0.269738
C  11.034187  6.081632  -1.023277
C  10.127118  7.171994  -0.501650
H  9.267627  3.162033  2.613206
H  8.841860  4.763561  3.215389
H  11.594933  3.946153  2.148391
H  11.173940  4.256603  3.832466
H  11.158739  5.574879  2.645135
H  8.315800  2.887956  -2.311412
H  7.964702  4.405491  -3.101295
H  6.583578  3.665168  -0.477215
H  5.925001  3.236180  -2.070805
H  6.153304  4.927476  -1.613254
H  10.851153  5.874245  -2.075218
H  12.066649  6.427875  -0.958854
H  9.085464  6.869813  -0.444395
H  10.189652  8.037541  -1.162886
H  10.427014  7.474948  0.502893
O  0.922889  3.743804  -2.343549
P  0.376743  3.994058  -0.995813
O  1.353408  5.123312  -0.338585
C  1.292568  6.457397  -0.854448
C  -0.033767  7.140514  -0.575367
O  0.840792  2.640702  -0.223600
C  1.495883  1.561532  -0.890822
C  2.999031  1.752056  -0.905327
O  -0.882397  4.224521  -0.026705
C  -1.083053  3.579526  1.243872
C  -0.039849  3.900054  2.289557
H  1.493002  6.438933  -1.929530
H  2.099435  7.011058  -0.376150
H  -0.855264  6.645855  -1.098707
H  -0.005334  8.179036  -0.906878
H  -0.265378  7.115373  0.489210
H  1.095200  1.424088  -1.894088
H  1.255968  0.652549  -0.339893
H  3.294732  2.753281  -1.219467
H  3.469588  1.019753  -1.559055
H  3.397013  1.612460  0.102781
H  -1.192890  2.506479  1.100204
H  -2.051149  3.937440  1.597346
H  0.970672  3.658934  1.972205
H  -0.252392  3.329999  3.195448
H  -0.052470  4.963656  2.532926

Forces on atoms 1 to 6 (eV/Å):
N -0.013 0.047 0.289
C 0.261 0.360 -0.031
C -0.303 -0.375 0.804
Si -0.853 -0.050 -0.728
O 0.729 0.820 0.231
Si 0.041 -0.998 0.078

## Properties
2S+1   1
E   -7625.36914 Eh
HOMO   -8.17 eV
Molecular weight   992.86 g/mol